# 1
{"formula": "C22H21N4O2", "method": "wB97M-V/def2-TZVPD", "charge": -1, "spin_multiplicity": 1, "lumo_ev": 2.52, "e_homo_ev": -4.55, "gap_ev": 7.06, "species": ["C", "C", "H", "C", "O", "N", "H", "H", "H", "H", "C", "C", "H", "H", "H", "C", "H", "C", "C", "H", "C", "C", "C", "C", "C", "H", "H", "H", "H", "N", "C", "O", "C", "H", "C", "C", "C", "H", "C", "C", "H", "C", "C", "H", "H", "H", "N", "H", "N"], "positions_angstrom": [[-0.8274, 3.1448, -0.3252], [1.7906, -0.4120, 0.3267], [-0.5682, -2.7570, -0.5132], [0.7441, -1.3443, 0.5211], [-1.9622, -0.7442, 3.7749], [-1.6042, -0.1431, 1.5542], [2.5505, 0.7399, -3.5489], [4.4135, -2.3580, -4.0671], [2.7684, -2.9327, -4.4376], [-3.6342, 2.0842, 1.1940], [0.0121, -1.4433, 1.8015], [2.1612, -1.2736, -1.9075], [3.2950, 0.3361, -1.0359], [2.0885, 0.2328, 1.1542], [3.5054, -3.3025, -2.8334], [1.0502, -2.1322, -1.7472], [2.3483, -0.4114, -4.9175], [-2.8314, 1.8639, 0.4790], [-1.6785, 2.7902, 0.7271], [-2.1283, 0.0811, -0.4580], [-2.5173, 0.3550, 0.5265], [-0.3918, 4.1764, 2.2428], [0.3251, -2.1280, -0.5689], [-0.5042, -2.9472, 3.6967], [3.4189, -2.5520, -3.6326], [3.9807, -0.0184, -4.3474], [-2.1756, 3.0558, 2.7911], [0.7705, -2.7989, -2.5660], [-4.7212, 0.1542, 0.6317], [2.9061, -1.3049, -3.0846], [2.9427, -0.1805, -4.0124], [-3.7265, -0.4842, 2.3367], [-1.4764, 3.3303, 1.9998], [0.9580, 4.2097, -0.9053], [0.4888, 4.4963, 1.1993], [-0.2961, -2.7282, 2.3124], [-2.3748, -0.4699, 2.6571], [-1.0322, 2.7479, -1.3234], [-3.7963, -0.3656, 0.9041], [0.2704, 3.9792, -0.0856], [-3.2161, 2.0377, -0.5340], [2.4616, -0.3486, -0.8765], [-0.3616, -3.9247, 1.5519], [-0.2273, 4.5651, 3.2484], [1.3259, 5.1791, 1.3749], [0.2211, -0.6446, 2.5227], [-0.5752, -3.1335, 4.8524], [-3.7613, -1.3524, 0.4194], [-0.4096, -4.9235, 0.9278]], "atomic_forces_ev_per_a": [[0.3000, 0.0905, 0.4382], [-0.6883, -0.4806, 0.4624], [0.4328, 0.3072, 0.1486], [-0.6635, 0.4651, -0.7782], [-0.9872, 0.3822, -0.8476], [-1.1372, 0.4287, 1.0772], [0.1898, -0.4679, -0.1420], [-0.1953, -0.1732, 0.1171], [0.1282, -0.1698, 0.0701], [0.1419, -0.0196, -0.0661], [0.6955, -0.4144, 0.6627], [-1.0766, 0.1465, 0.6742], [-0.1952, -0.1053, 0.1334], [-0.1676, -0.0847, -0.1988], [-0.0431, 0.2347, -0.3308], [0.6962, 0.4164, -0.1512], [0.0215, 0.1889, 0.1624], [0.2072, 0.2886, 0.1099], [-0.0836, 0.2356, -0.1877], [-0.1266, -0.2098, -0.0463], [0.4100, -0.5128, 0.2093], [0.0073, -0.1428, -0.3198], [0.1843, 0.0130, 0.1393], [0.0135, -0.1064, 2.8816], [-0.3956, 0.4575, 0.2301], [-0.2319, 0.1510, 0.0760], [0.2766, 0.0906, -0.1028], [0.0557, 0.2259, 0.2046], [0.1191, -0.0830, 0.1171], [1.0119, 0.3105, -0.6881], [-0.0062, -0.3879, 0.2602], [-0.1580, 0.0079, -0.4243], [0.3713, -0.0345, -0.1737], [-0.2410, 0.0329, 0.3235], [-0.1833, -0.0082, -0.0909], [-0.0060, 0.9128, -0.2972], [1.6176, 0.3492, -0.5759], [0.1822, 0.1115, 0.2796], [-0.1029, -0.5824, -0.2536], [-0.1595, -0.1041, 0.1183], [-0.1536, 0.1194, 0.1670], [0.2476, -0.7858, -0.7936], [-0.0454, -2.1259, -1.6607], [-0.0193, -0.0233, -0.2871], [-0.2488, -0.3218, -0.0225], [0.0669, -0.8013, -0.1831], [0.1809, 0.0583, -2.2700], [-0.3186, -0.0577, 0.3855], [0.0764, 2.1781, 1.4433]]}

=====

# 2
{"formula": "C5H8N8O", "method": "wB97M-V/def2-TZVPD", "spin_multiplicity": 1, "lumo_ev": 0.59, "e_homo_ev": -9.33, "gap_ev": 9.92, "e_above_lowest_kj_mol": 0.0, "smiles": "N#CCOc1nc(NN)nc(NN)n1", "species": ["C", "N", "H", "H", "H", "N", "H", "N", "H", "C", "N", "O", "N", "N", "H", "C", "N", "H", "H", "C", "N", "C"], "positions_angstrom": [[-2.6519, 3.1231, -0.5001], [-1.9135, -1.3324, -0.0888], [-2.2980, -3.6376, 0.0515], [0.4690, -4.4805, 0.1445], [-1.2592, 1.9927, -1.5378], [-0.4583, -4.5979, 0.5466], [2.9995, -1.2977, 1.1981], [-0.4714, 0.4513, 0.2942], [2.0492, -1.2529, 2.5610], [-1.6436, -0.0451, -0.0712], [-2.8549, 4.1218, 0.0391], [-2.6793, 0.7662, -0.4956], [0.1860, -1.7225, 0.7909], [-1.3064, -3.4784, 0.2747], [-2.8946, 1.9139, -2.2171], [-0.9673, -2.1388, 0.3258], [2.5407, -0.6736, 1.8643], [-0.3849, -4.8433, 1.5280], [1.5149, 1.1348, 1.2476], [0.3563, -0.4380, 0.7450], [1.5310, 0.1142, 1.2125], [-2.3386, 1.9374, -1.2733]], "atomic_forces_ev_per_a": [[-0.2206, 1.3520, 0.2996], [-2.0771, 0.8470, -0.6936], [1.0958, -0.2328, -0.0101], [-0.4288, 0.2469, 0.0648], [-0.5942, -0.2961, 0.3494], [-0.7058, 0.6227, -0.5310], [-0.4244, 0.3023, 0.0539], [-2.6340, 2.1770, -1.1105], [0.4721, 0.2798, -0.5040], [0.0259, -0.1172, -0.4586], [0.0768, -0.7446, -0.2604], [1.2765, -0.3794, -0.3400], [1.0905, -2.0771, 0.4324], [0.5296, 0.1967, 0.3503], [-0.1305, -0.0553, 0.3594], [-0.3750, -1.6347, 0.5304], [-1.1299, 0.7148, 0.0971], [-0.0901, 0.5580, -0.0052], [0.5395, -0.7232, 0.3136], [2.8135, 0.8774, 0.9707], [0.0764, -1.1834, -0.1311], [0.8138, -0.7309, 0.2228]]}

=====

# 3
{"formula": "C58H53NO3P3S3Tl", "method": "wB97M-V/def2-TZVPD", "charge": -1, "s2": 0.79, "spin_multiplicity": 2, "lumo_ev": [2.27, 1.63], "e_homo_ev": [-3.29, -3.33], "gap_ev": [5.55, 4.96], "species": ["H", "H", "C", "H", "H", "H", "H", "H", "C", "C", "H", "C", "H", "H", "C", "H", "H", "C", "C", "C", "C", "C", "O", "C", "C", "C", "C", "C", "H", "C", "H", "H", "H", "C", "C", "H", "P", "C", "C", "H", "H", "H", "H", "H", "C", "H", "C", "H", "C", "C", "H", "C", "C", "C", "C", "S", "H", "C", "P", "C", "C", "H", "C", "C", "C", "Tl", "S", "O", "H", "S", "C", "H", "H", "C", "H", "H", "C", "N", "P", "C", "H", "C", "C", "C", "C", "C", "H", "C", "C", "C", "H", "H", "H", "H", "H", "C", "H", "C", "C", "H", "H", "C", "H", "C", "H", "C", "H", "C", "H", "H", "C", "H", "H", "H", "C", "O", "C", "H", "H", "C", "H", "C"], "positions_angstrom": [[-2.8523, 1.1107, 2.1725], [0.9142, -4.4290, -2.0917], [4.8522, -0.2245, -5.3205], [-0.2571, 3.7145, -1.5321], [2.2144, 2.1148, 5.3441], [2.8879, -3.6950, -1.2036], [-2.7602, -6.2687, -0.9382], [1.6054, 6.5619, 2.0383], [-0.2009, 4.1104, 0.5812], [-2.1193, -5.3988, -0.9673], [-6.0604, -0.2633, -1.3148], [1.3945, 1.0560, -4.1626], [2.1110, -2.8431, 0.6618], [6.2541, -1.5440, -4.2534], [0.8028, -2.6902, 4.6168], [0.8899, 0.9110, 7.0417], [-3.6346, 5.7821, -5.1392], [-5.3453, 0.0033, -0.5495], [-1.7163, -3.0987, -0.4283], [0.3266, -3.9592, 2.6319], [-4.7981, 0.3437, 1.7574], [-3.9631, 4.7424, -5.0855], [0.3546, 2.9921, 5.3895], [5.6492, -2.4832, 1.8685], [-2.2632, 2.4852, -1.8571], [-2.0747, 1.6166, -6.0305], [3.6460, -1.4304, 1.0410], [-0.8776, -5.4631, -1.5806], [5.5695, -0.5736, 0.8870], [-1.4325, 0.9900, -3.7610], [5.4301, -4.4505, 2.6983], [0.6977, 1.8624, -4.3345], [-6.7149, -0.3153, 1.0665], [2.6088, 1.0868, -4.8805], [-2.3826, -0.7463, 6.2563], [-3.1445, -1.4849, 6.0205], [-0.3892, 2.0695, 4.2675], [0.9781, 5.3898, -1.0645], [4.0600, -2.9292, -2.8043], [3.0191, -4.5694, 2.3353], [-4.1648, 3.5133, -6.8918], [-1.0180, -5.5919, 2.8763], [4.8096, -3.6992, -2.6928], [0.4432, -4.1357, 1.5723], [3.1979, -0.9414, -3.7952], [-3.5283, -4.1192, 0.0286], [-2.0742, 2.1251, -3.2181], [-2.6754, 4.4595, -6.8434], [-1.9299, -0.0461, 4.9841], [3.5694, -3.6856, 2.0428], [2.1495, 7.0238, -0.3324], [1.4977, 6.2030, -0.0735], [2.9403, -2.9269, -1.9595], [3.4988, 0.0634, -4.7269], [-3.6776, 4.3790, -2.5086], [-1.4395, 2.9540, 1.0814], [-0.5550, -6.3823, -2.0510], [-1.4902, 0.7337, -5.1071], [0.6098, -1.7231, -0.8342], [-0.5110, -4.7746, 3.3695], [1.5724, 2.6708, 6.0391], [-2.0678, -2.1565, -0.0185], [-2.6825, 2.9757, -4.1608], [-2.5435, -4.2001, -0.4133], [-0.4342, -3.1711, -0.9885], [-0.4180, -0.6330, 1.7272], [-0.6371, -0.2919, -2.6821], [-0.8524, 0.7845, 5.2928], [4.8316, -0.2406, -6.4129], [1.1690, 1.2444, 3.2195], [-2.6540, 2.7577, -5.5483], [-4.3163, 5.1918, -2.1922], [5.5541, 0.5563, -5.0151], [0.1328, 4.3436, -0.7450], [5.3131, -2.3669, -5.4950], [3.1328, -0.6018, 0.5707], [1.1918, 5.9436, 1.2539], [1.8205, -2.0247, 2.5287], [-1.5239, 1.4972, -0.4734], [-0.0523, -3.4984, 5.3383], [-3.8061, 0.4466, -1.9535], [-3.1631, 0.8297, 0.0577], [-4.0766, 0.4197, -0.9089], [4.9142, -3.6121, 2.2429], [-3.0639, 3.5668, -1.5463], [2.0335, -0.9583, -3.0197], [-1.3801, -5.1797, 5.2910], [-3.3768, 3.8850, -6.2340], [1.3208, 1.8707, 7.3068], [4.9893, -1.4187, 1.2364], [-3.2306, 3.8047, -0.5037], [-2.7553, 0.5374, 4.5546], [-2.0676, 1.3798, -7.0849], [2.2501, 1.7222, 7.8510], [1.2180, 5.5727, -2.1009], [-3.4599, 4.0963, -3.8263], [2.7859, 1.8968, -5.5722], [2.7878, -2.5457, 1.5069], [-0.0437, -4.3655, -1.5982], [-5.0557, 4.7421, -5.1066], [-5.0839, 0.3313, 2.7996], [-0.7104, -4.5503, 4.7224], [1.3155, -1.8682, 5.0956], [5.2695, -1.5944, -4.7217], [2.0500, 3.6307, 6.2699], [1.9347, -1.9795, -2.0396], [-0.1986, -3.3139, 6.3938], [0.3484, 4.9022, 1.5840], [-1.5270, -1.2423, 6.7042], [0.1113, 4.6815, 2.6119], [1.0090, -2.9023, 3.2489], [2.2960, -1.3638, 3.1382], [6.7135, -2.4417, 2.0464], [-2.7786, -0.0202, 6.9624], [1.0746, 0.0438, -3.2924], [-0.9831, -1.5122, -3.4239], [-5.7127, -0.0233, 0.7845], [-1.6330, -0.8122, 4.2391], [0.6068, 2.3999, 7.9351], [4.2000, -1.9196, -3.7153], [-1.0612, -0.1943, -5.4564], [-3.5303, 0.7691, 1.4010]], "atomic_forces_ev_per_a": [[0.0213, -0.0433, 0.0610], [0.0481, -0.0232, -0.0154], [0.1556, 0.1502, -0.1254], [0.0031, 0.1053, 0.0195], [-0.0431, 0.1364, 0.1665], [-0.0579, -0.0748, 0.1713], [-0.0615, -0.0657, -0.0316], [0.0505, 0.0194, 0.0512], [-0.2017, -0.2782, -0.1096], [-0.1823, -0.1649, -0.0126], [-0.0023, -0.0959, -0.0644], [-0.1681, 0.0995, 0.1618], [0.4540, 0.0500, 0.3117], [0.0325, -0.0347, -0.0630], [0.1430, 0.1887, -0.2308], [-0.0168, -0.1525, 0.0468], [-0.0659, 0.0121, -0.0674], [-0.0459, 0.0048, -0.0239], [0.0843, 0.1026, -0.0658], [0.2504, 0.2190, -0.0859], [-0.1096, 0.0040, 0.0775], [-0.1078, 0.2003, -0.0188], [-0.2256, 0.2088, 0.0566], [0.2868, 0.0384, -0.0179], [-0.0487, 0.2616, 0.3400], [-0.1513, 0.2594, -0.0303], [-0.0387, 0.1918, 0.0314], [-0.0888, -0.1995, -0.0271], [-0.0301, 0.0598, 0.0175], [0.1645, -0.5343, -0.1760], [-0.0186, -0.0137, -0.0149], [-0.0501, -0.0328, -0.0389], [-0.0453, -0.0559, 0.0195], [0.3149, -0.0786, -0.1513], [0.0874, 0.2450, -0.3461], [-0.1173, -0.1216, 0.0477], [-0.3374, -0.6888, 0.2700], [0.1082, 0.0641, -0.0551], [0.3066, 0.0952, -0.3293], [0.0108, -0.0606, 0.0505], [0.0690, 0.0293, -0.0669], [-0.0571, -0.0217, -0.0740], [0.1050, -0.1024, 0.0023], [0.0300, 0.0151, -0.1528], [-0.1362, 0.0176, 0.0746], [-0.0578, -0.0287, 0.0290], [-0.1284, 0.2871, -0.1457], [-0.0869, 0.0253, -0.0567], [-0.1649, -0.3759, -0.2318], [0.2445, -0.1520, 0.1293], [0.0670, 0.0913, -0.0149], [0.0861, 0.0452, -0.0105], [-0.2983, 0.1918, -0.0009], [-0.1726, 0.0745, 0.0698], [-0.0934, 0.1137, -0.3111], [-0.1992, 0.1661, 0.2371], [0.0110, -0.0976, -0.0314], [0.0093, -0.0071, 0.0670], [0.0753, -0.1192, 0.2232], [-0.0678, -0.0477, 0.0642], [0.3247, -0.0478, 0.1227], [-0.0366, -0.0681, -0.0145], [-0.0089, -0.0160, 0.0116], [-0.1502, -0.1011, 0.0656], [0.1364, -0.0044, 0.1232], [0.2136, 0.1021, 0.1039], [-0.1291, 1.3444, -0.4555], [0.6298, 0.6619, 0.1678], [0.0193, 0.0288, 0.0560], [0.1445, -0.1674, -0.2797], [0.0159, -0.1759, 0.0259], [-0.0104, 0.1179, 0.0031], [0.0213, -0.0189, -0.1041], [0.1099, -0.1402, -0.1145], [0.0509, 0.0467, 0.0199], [0.0275, 0.0738, -0.0701], [0.0240, 0.1128, 0.0405], [0.6341, 0.3440, -0.0505], [-0.0775, 0.3764, -0.1604], [-0.0471, -0.0712, 0.0436], [0.0058, 0.0150, -0.1307], [0.1781, -0.0556, 0.2276], [0.0573, -0.1129, -0.0265], [-0.2449, -0.5291, 0.1292], [0.1846, -0.2965, 0.0066], [0.4276, -0.3834, -0.0828], [-0.0254, -0.0666, 0.0208], [-0.0625, 0.0366, -0.2218], [-0.0822, 0.1570, -0.3005], [-0.1520, 0.3717, -0.2267], [0.0505, -0.0205, 0.0312], [-0.0528, -0.0160, -0.0696], [-0.0182, -0.0152, -0.1188], [0.1282, -0.0257, 0.1128], [0.0743, 0.0191, -0.1269], [0.0250, -0.0778, 0.1280], [0.0652, 0.1476, -0.0524], [-0.7078, -0.3307, -0.0307], [-0.0471, 0.0797, 0.0823], [0.0305, 0.0557, -0.0233], [0.0010, -0.0128, 0.0948], [-0.1060, -0.0665, 0.0652], [0.0377, 0.1253, 0.0733], [0.2126, -0.1142, -0.0888], [-0.0234, -0.1298, -0.0168], [0.0421, -0.1371, 0.3968], [0.0036, 0.0341, 0.0500], [-0.0315, -0.1038, 0.0092], [0.0577, -0.1124, 0.1094], [-0.0344, 0.0138, 0.2076], [-0.2213, -0.5248, 0.3124], [-0.1811, -0.0032, 0.0023], [0.0619, 0.0127, -0.0099], [-0.0458, 0.0333, 0.1041], [-0.4070, 0.4464, 0.2591], [-0.3647, -1.0473, -0.5483], [-0.0986, -0.0521, 0.1121], [-0.1259, 0.2235, 0.2241], [-0.0100, 0.0231, 0.1393], [-0.1057, -0.0199, 0.1422], [0.0988, -0.1087, -0.0077], [-0.0281, 0.0677, -0.0915]]}